Entry 1:
Entry from OMol25: a molecular structure, C29H39CeN3OP2 in a non-equilibrium geometry (ωB97M-V/def2-TZVPD).

Positions of all 75 atoms, in Å:
C1 4.327 -0.055 -3.921
C2 3.626 0.434 -2.804
C3 2.604 1.407 -2.996
C4 2.357 1.905 -4.305
C5 3.101 1.427 -5.389
C6 4.078 0.435 -5.209
C7 1.235 2.911 -4.445
C8 1.232 3.860 -3.267
C9 1.525 3.282 -2.009
C10 1.499 4.089 -0.839
C11 1.118 5.437 -0.947
C12 0.813 6.005 -2.193
C13 0.888 5.215 -3.350
H1 5.105 -0.812 -3.764
H2 2.899 1.824 -6.391
H3 4.646 0.054 -6.064
H4 1.297 3.452 -5.404
H5 1.092 6.057 -0.043
H6 0.530 7.060 -2.261
H7 0.656 5.650 -4.330
N1 1.867 1.922 -1.912
Ce1 0.682 0.715 -0.686
C14 3.949 -0.057 -1.417
H8 4.165 0.793 -0.742
H9 4.818 -0.739 -1.427
C15 1.950 3.505 0.475
H10 2.974 3.095 0.372
H11 1.958 4.270 1.272
P1 2.449 -0.886 -0.694
P2 0.936 2.053 1.040
C16 -0.584 2.788 1.767
H12 -1.196 1.989 2.218
H13 -0.332 3.543 2.533
H14 -1.158 3.253 0.950
C17 1.853 1.456 2.528
H15 1.851 2.221 3.325
H16 1.381 0.532 2.902
H17 2.894 1.233 2.243
C18 2.219 -2.344 -1.810
H18 3.176 -2.859 -2.009
H19 1.510 -3.049 -1.346
H20 1.796 -1.988 -2.765
C19 3.056 -1.683 0.859
H21 2.201 -2.139 1.386
H22 3.811 -2.460 0.641
H23 3.502 -0.919 1.516
H24 0.268 2.359 -4.446
H25 -0.473 1.848 -0.913
C20 -5.319 -1.601 5.057
C21 -5.502 -2.569 3.887
N2 -4.249 -2.892 3.191
C22 -3.782 -4.282 3.273
C23 -4.736 -5.277 2.591
C24 -3.550 -1.893 2.528
O1 -3.911 -0.732 2.659
C25 -2.438 -2.100 1.540
C26 -2.402 -3.235 0.711
C27 -1.534 -3.292 -0.357
C28 -0.692 -2.222 -0.588
N3 -0.627 -1.152 0.236
C29 -1.516 -1.053 1.269
H26 -4.607 -2.028 5.792
H27 -6.303 -1.453 5.552
H28 -4.966 -0.603 4.740
H29 -5.956 -3.483 4.323
H30 -6.234 -2.154 3.158
H31 -2.761 -4.407 2.873
H32 -3.688 -4.559 4.345
H33 -4.877 -5.047 1.517
H34 -4.314 -6.301 2.679
H35 -5.735 -5.284 3.068
H36 -3.108 -4.035 0.783
H37 -1.581 -4.115 -1.059
H38 -0.206 -2.180 -1.529
H39 -1.560 -0.140 1.832

charge = +2
frontier orbital gap = 0.2164 Eh
LUMO = -7.129 eV



Entry 2:
Entry from OMol25: a molecular structure, C29H39CrN4O5 (ωB97M-V/def2-TZVPD).

Positions of all 78 atoms, in Å:
Cr1 0.601 0.379 0.699
O1 -1.253 -1.474 -1.770
C1 -1.107 -0.528 -2.818
C2 0.157 0.291 -2.628
N1 0.223 1.149 -1.415
C3 -1.080 1.819 -1.187
C4 -1.978 0.917 -0.352
O2 -3.143 0.706 -0.631
O3 -1.353 0.453 0.684
C5 1.254 2.175 -1.630
C6 1.756 2.776 -0.319
O4 2.390 3.803 -0.330
O5 1.473 2.076 0.757
H1 -2.177 -1.475 -1.498
H2 -1.987 0.111 -2.865
H3 -1.019 -1.044 -3.780
H4 0.250 0.933 -3.513
H5 1.015 -0.382 -2.614
H6 -1.555 2.125 -2.122
H7 -0.902 2.714 -0.587
H8 0.880 2.979 -2.272
H9 2.113 1.733 -2.131
C7 1.441 -3.419 5.047
C8 0.883 -3.040 3.701
C9 -0.430 -3.384 3.351
C10 -0.968 -3.021 2.131
C11 -2.391 -3.336 1.760
C12 -0.169 -2.317 1.231
C13 1.128 -1.950 1.555
C14 1.648 -2.317 2.803
N2 1.790 -1.027 0.675
C15 2.920 -1.529 -0.121
C16 2.464 -2.631 -1.087
C17 3.638 -3.097 -1.955
C18 4.188 -1.912 -2.756
C19 4.669 -0.822 -1.792
C20 5.774 -1.381 -0.895
C21 5.221 -2.560 -0.093
C22 4.743 -3.653 -1.053
C23 4.040 -2.095 0.767
C24 3.494 -0.364 -0.925
H10 0.644 -3.610 5.765
H11 2.077 -2.625 5.442
H12 2.049 -4.323 4.979
H13 -1.043 -3.928 4.063
H14 -2.907 -3.865 2.561
H15 -2.430 -3.960 0.864
H16 -2.939 -2.416 1.540
H17 -0.557 -1.989 0.278
H18 2.635 -1.972 3.087
H19 1.651 -2.245 -1.703
H20 2.062 -3.473 -0.516
H21 3.295 -3.878 -2.639
H22 3.409 -1.512 -3.414
H23 5.014 -2.240 -3.394
H24 5.050 0.032 -2.358
H25 6.135 -0.601 -0.217
H26 6.625 -1.706 -1.501
H27 6.002 -2.960 0.559
H28 4.366 -4.510 -0.485
H29 5.581 -4.009 -1.661
H30 4.356 -1.324 1.478
H31 3.663 -2.945 1.340
H32 2.702 0.026 -1.563
H33 3.799 0.435 -0.242
N3 0.596 0.469 6.945
C25 0.563 0.477 5.577
C26 -0.582 0.095 4.875
C27 -0.569 0.135 3.499
N4 0.493 0.528 2.788
C28 1.580 0.933 3.459
C29 1.663 0.917 4.831
H34 -0.110 -0.047 7.439
H35 1.486 0.541 7.405
H36 -1.470 -0.238 5.397
H37 -1.433 -0.160 2.919
H38 2.406 1.276 2.851
H39 2.567 1.252 5.322

charge = 0
multiplicity = 2
frontier orbital gap (spin up / spin down) = 0.3193 / 0.3113 Eh
LUMO (spin up / spin down) = 0.445 / 0.445 eV